# C37H29Co2O6Sn

A molecular structure, C37H29Co2O6Sn at a distorted geometry (ωB97M-V/def2-TZVPD, the Open Molecules 2025 dataset).

Structure (XYZ):
```
75
Properties=species:S:1:pos:R:3:forces:R:3:mulliken_charge:R:1
C 2.7681 1.2352 -0.7659 0.403 0.286 -0.089 -1.60
C 1.4503 0.5722 -1.0505 -0.802 0.221 -1.127 1.01
C 0.8743 0.5739 -2.2687 0.658 -0.190 0.303 -1.20
C 0.7613 -0.0433 0.1100 0.091 -0.641 0.109 0.21
Sn 1.7170 -1.9140 0.6346 -0.072 -0.138 0.698 1.02
C 0.2941 -2.6861 2.0736 0.741 0.223 -0.636 0.50
C 0.2805 -4.0448 2.3797 -0.672 -0.124 0.702 -0.64
C -0.6267 -4.5196 3.3418 0.085 0.139 -0.137 -0.54
C -1.5139 -3.6381 3.9742 0.252 0.153 -0.240 -0.44
C -1.4957 -2.2779 3.6416 0.157 -0.011 -0.141 -0.65
C -0.5882 -1.7967 2.6833 -0.447 -0.449 0.597 -0.36
C 2.1565 -3.4968 -0.7687 -0.220 0.637 0.325 0.39
C 3.2187 -4.3678 -0.5196 0.098 -0.475 -0.541 -0.31
C 3.5079 -5.3981 -1.4304 -0.219 0.165 0.007 -0.60
C 2.7212 -5.5610 -2.5787 -0.097 0.271 0.250 -0.45
C 1.6395 -4.6970 -2.8046 0.055 0.055 0.167 -0.61
C 1.3543 -3.6609 -1.8982 0.314 -0.653 -0.456 -0.46
C 3.5744 -1.4412 1.6466 -0.702 -0.435 -0.470 0.38
C 3.5408 -1.0815 2.9914 0.767 0.280 0.202 -0.52
C 4.7280 -0.6955 3.6329 -0.035 -0.081 -0.164 -0.55
C 5.9408 -0.6943 2.9313 -0.228 -0.114 -0.165 -0.42
C 5.9660 -1.0890 1.5870 -0.245 -0.063 -0.021 -0.67
C 4.7756 -1.4654 0.9405 0.713 0.284 0.530 -0.28
H 2.8766 1.4662 0.3025 -0.015 -0.082 -0.219 0.31
H 3.6243 0.6032 -1.0526 -0.233 0.115 0.117 0.24
H 2.8589 2.1812 -1.3172 -0.041 -0.264 0.074 0.50
H -0.1018 0.1103 -2.4490 0.351 0.245 0.129 0.23
H 1.3617 1.0576 -3.1262 -0.222 -0.217 0.417 0.28
H 0.8429 0.5619 1.0327 -0.119 -0.177 -0.421 0.72
H -0.2845 -0.3004 -0.1022 0.433 0.242 0.182 -0.87
H 0.9601 -4.7420 1.8830 -0.179 0.208 0.141 0.36
H -0.6375 -5.5809 3.5964 -0.037 0.267 -0.052 0.36
H -2.2173 -4.0085 4.7246 0.237 0.114 -0.268 0.35
H -2.1834 -1.5805 4.1237 0.153 -0.241 -0.117 0.39
H -0.5872 -0.7327 2.4339 -0.015 -0.335 0.058 0.29
H 3.8374 -4.2645 0.3743 -0.160 0.069 -0.227 0.37
H 4.3483 -6.0715 -1.2401 -0.287 0.208 -0.068 0.36
H 2.9463 -6.3619 -3.2917 -0.103 0.339 0.290 0.34
H 1.0158 -4.8303 -3.6925 0.203 0.055 0.281 0.39
H 0.5101 -2.9936 -2.0854 0.256 -0.171 -0.001 0.26
H 2.6026 -1.0883 3.5479 0.194 0.005 -0.122 0.37
H 4.7047 -0.3988 4.6833 0.031 -0.076 -0.286 0.36
H 6.8673 -0.3943 3.4312 -0.365 -0.111 -0.180 0.34
H 6.9096 -1.1090 1.0338 -0.291 0.041 0.224 0.35
H 4.8122 -1.7740 -0.1081 -0.059 0.110 0.303 0.44
O -2.3151 8.3830 -3.0548 -0.162 -0.888 0.185 -0.40
C -2.6637 7.4018 -2.5500 0.389 2.276 -0.092 0.22
Co -3.2286 5.9159 -1.8452 0.327 -0.735 0.874 0.00
C -4.8076 5.9912 -2.6209 -0.910 0.347 1.219 0.14
O -5.8362 6.0679 -3.1411 0.989 -0.229 0.049 -0.39
C -2.4733 4.6978 -2.8462 1.127 -2.876 -1.431 0.10
O -2.0097 3.8671 -3.5124 -0.672 1.412 0.766 -0.36
C -3.5851 5.0654 -0.0610 -3.901 0.011 -0.375 -0.57
C -3.2485 3.6747 -0.0724 -3.827 -0.742 -0.437 -0.16
C -4.0615 2.6239 -0.3348 -0.281 1.205 0.691 -0.16
C -3.8647 1.2499 -0.7162 -0.103 -0.543 -0.226 1.28
C -5.0070 0.6240 -1.2806 0.500 -0.002 0.182 -1.03
C -4.9142 -0.6352 -1.8473 0.286 0.020 -0.046 -0.43
C -3.6810 -1.3065 -1.8448 -0.242 0.008 0.187 -0.89
C -2.5872 -0.7513 -1.1652 -0.367 0.082 -0.436 -0.37
C -2.6523 0.5367 -0.6365 -0.750 -0.024 -0.135 0.41
Co -1.8761 4.7454 0.2567 5.178 1.429 -0.237 0.19
C -1.0137 6.2671 0.0026 1.128 1.948 0.293 0.40
O -0.3176 7.1917 -0.0432 -1.012 -1.219 -0.114 -0.40
C -0.7785 3.7284 -0.6100 2.588 -1.743 -1.704 0.03
O -0.0304 3.0714 -1.2013 -1.451 1.222 1.028 -0.33
C -1.5052 4.2982 1.9370 -0.972 -0.776 1.319 -0.18
O -1.3913 3.7575 2.9501 0.285 0.778 -1.036 -0.36
H -4.3132 5.5146 0.6337 0.198 -0.310 -0.387 0.50
H -5.1366 2.8964 -0.3141 0.606 -0.076 -0.353 0.17
H -5.9445 1.1939 -1.3018 0.393 -0.328 -0.019 0.27
H -5.8032 -1.0747 -2.3048 0.349 0.017 0.016 0.34
H -3.5855 -2.2503 -2.3865 0.016 0.155 0.398 0.37
H -1.6800 -1.3420 -1.0927 0.038 0.087 -0.093 0.36
H -1.8007 1.0344 -0.1814 -0.072 -0.188 -0.041 0.28
```
Forces are in eV/Å.

As for the HOMO-LUMO gap: 6.4228 eV. Its total charge is -1.

---

# C4H9NO2

A molecular structure, C4H9NO2 (ωB97M-V/def2-TZVPD, the Open Molecules 2025 dataset).

Structure (XYZ):
```
16
Properties=species:S:1:pos:R:3:forces:R:3:mulliken_charge:R:1
C -2.0035 -0.6694 -0.1706 -0.149 -0.047 -0.192 -0.66
O -1.1877 -0.3608 0.9348 0.019 0.022 0.013 -0.35
C 0.1543 -0.6903 0.7626 0.193 -0.179 0.032 -0.63
C 0.8869 0.2731 -0.2408 0.269 0.276 0.248 0.28
N 2.1607 -0.1809 -0.4780 -0.379 0.126 -0.092 -0.18
O 2.0123 -1.1201 -1.3327 -0.186 -0.099 -0.090 -0.27
C 0.7680 1.7170 0.1825 -0.005 0.064 0.042 -1.24
H -3.0359 -0.4843 0.1348 0.161 -0.018 -0.076 0.25
H -1.7574 -0.0375 -1.0347 -0.041 -0.091 0.069 0.29
H -1.8968 -1.7254 -0.4608 -0.004 0.144 0.034 0.30
H 0.2805 -1.7371 0.4507 -0.005 0.169 0.031 0.42
H 0.6101 -0.5501 1.7498 -0.032 -0.009 -0.110 0.29
H 0.8133 -0.6880 -1.3871 0.159 -0.200 0.103 0.55
H 1.2898 1.8941 1.1325 -0.080 -0.004 -0.096 0.29
H -0.2845 1.9749 0.3300 0.146 -0.056 -0.027 0.31
H 1.1899 2.3848 -0.5732 -0.067 -0.096 0.113 0.34
```
Forces are in eV/Å.

As for the HOMO-LUMO gap (spin up / spin down): 8.3958 / 8.3939 eV. The calculation puts the relative energy (zero: lowest compared OMol25 entry of this formula, charge and spin) at 640.74 kJ/mol.

---

# C3H4N3

A molecular structure, C3H4N3 at a distorted geometry (ωB97M-V/def2-TZVPD, the Open Molecules 2025 dataset).

Structure (XYZ):
```
10
Properties=species:S:1:pos:R:3:forces:R:3:mulliken_charge:R:1
C -0.9382 1.3538 -1.0351 -0.557 0.066 -0.405 -0.07
C -0.3020 1.1097 0.1542 1.641 -1.685 -0.614 0.47
C 0.5601 -0.1177 0.4368 0.990 1.499 -1.533 -0.86
N -1.7564 2.9231 -0.6476 0.985 -0.357 1.172 -0.30
N -0.5819 2.0812 1.0805 0.816 0.480 2.088 -0.33
N -1.2018 2.8266 0.3831 -1.854 0.204 -2.861 0.70
H -1.1840 0.9633 -2.0454 0.202 0.772 0.786 0.39
H 1.5368 0.1609 1.0561 -2.093 -0.667 -1.664 0.34
H 0.7219 -0.6417 -0.6009 0.179 0.907 2.062 0.32
H -0.1157 -0.7074 0.9914 -0.308 -1.219 0.968 0.33
```
Forces are in eV/Å.

As for the HOMO-LUMO gap (spin up / spin down): 7.2576 / 7.2599 eV. The calculation puts the relative energy (zero: lowest compared OMol25 entry of this formula, charge and spin) at 514.81 kJ/mol. Its total charge is +1.

---

In the order shown, the computed DFT total energy values come out to -4858.4970 -362.8415 -280.4330 a.u..